(1)
DFT (ωB97M-V/def2-TZVPD) results for a cluster of 8 separate species, C48H120N8O16 in total.

```
192
Properties=species:S:1:pos:R:3:lowdin_charge:R:1
C 2.681 6.227 -0.643 -0.09
O 2.592 5.549 0.601 -0.18
C 1.629 6.062 1.427 -0.27
C 0.233 5.507 1.173 -0.21
N 0.152 4.061 1.116 -0.04
C 0.216 3.395 2.408 -0.20
C -1.058 3.597 3.176 -0.20
O -1.042 2.865 4.403 -0.23
C -0.282 3.482 5.428 -0.10
H 3.165 7.206 -0.534 0.09
H 1.689 6.335 -1.111 0.09
H 3.274 5.618 -1.322 0.09
H 1.599 7.167 1.370 0.13
H 1.924 5.869 2.464 0.12
H -0.162 5.912 0.230 0.09
H -0.387 5.963 1.954 0.12
H 0.894 3.735 0.506 0.11
H 1.082 3.767 2.973 0.11
H 0.419 2.353 2.167 0.11
H -1.924 3.230 2.627 0.11
H -1.185 4.665 3.400 0.11
H -0.430 2.918 6.349 0.08
H -0.506 4.551 5.531 0.09
H 0.807 3.391 5.250 0.09
C 6.136 -2.277 -9.161 -0.09
O 6.406 -2.619 -7.816 -0.16
C 7.096 -1.638 -7.174 -0.31
C 7.172 -1.907 -5.733 -0.23
N 5.917 -2.323 -5.185 -0.06
C 6.030 -2.752 -3.820 -0.21
C 4.809 -3.523 -3.401 -0.25
O 5.009 -3.892 -2.089 -0.17
C 3.854 -4.275 -1.466 -0.13
H 5.663 -3.105 -9.675 0.09
H 7.068 -2.003 -9.702 0.10
H 5.496 -1.376 -9.255 0.08
H 6.640 -0.644 -7.347 0.11
H 8.123 -1.473 -7.553 0.13
H 7.561 -1.010 -5.233 0.13
H 7.984 -2.644 -5.537 0.13
H 5.457 -3.008 -5.770 0.12
H 6.199 -1.921 -3.152 0.11
H 6.896 -3.437 -3.697 0.13
H 4.643 -4.349 -4.106 0.14
H 3.963 -2.825 -3.450 0.11
H 3.288 -4.961 -2.112 0.09
H 3.190 -3.421 -1.266 0.07
H 4.140 -4.753 -0.539 0.10
C 3.819 2.074 -8.089 -0.12
O 3.062 1.319 -7.185 -0.21
C 3.562 -0.025 -7.049 -0.20
C 2.644 -0.771 -6.101 -0.22
N 3.126 -0.847 -4.749 -0.06
C 2.981 0.469 -4.082 -0.20
C 3.457 0.437 -2.692 -0.24
O 4.870 0.555 -2.670 -0.18
C 5.360 0.530 -1.395 -0.15
H 3.545 1.778 -9.110 0.09
H 4.894 1.933 -7.940 0.08
H 3.556 3.110 -7.905 0.09
H 4.600 -0.067 -6.711 0.11
H 3.441 -0.467 -8.063 0.12
H 2.512 -1.802 -6.427 0.11
H 1.680 -0.267 -6.118 0.12
H 4.143 -1.050 -4.759 0.08
H 1.953 0.811 -4.178 0.13
H 3.621 1.194 -4.619 0.13
H 3.105 -0.492 -2.190 0.12
H 2.963 1.253 -2.121 0.13
H 5.090 -0.409 -0.897 0.08
H 4.969 1.354 -0.785 0.09
H 6.438 0.643 -1.447 0.09
C -8.414 2.554 5.365 -0.11
O -7.782 1.711 4.442 -0.19
C -7.214 0.607 5.080 -0.26
C -6.829 -0.375 4.057 -0.20
N -5.702 0.158 3.269 -0.05
C -5.336 -0.632 2.140 -0.23
C -6.383 -0.724 1.061 -0.25
O -5.880 -1.309 -0.110 -0.18
C -6.875 -1.801 -0.932 -0.13
H -7.711 2.791 6.173 0.09
H -9.287 2.057 5.807 0.09
H -8.717 3.426 4.804 0.09
H -7.996 0.160 5.721 0.13
H -6.391 0.918 5.734 0.12
H -7.688 -0.628 3.422 0.12
H -6.481 -1.283 4.563 0.13
H -5.937 1.120 3.026 0.10
H -5.065 -1.628 2.508 0.13
H -4.445 -0.215 1.662 0.10
H -6.679 0.322 0.816 0.13
H -7.332 -1.200 1.359 0.12
H -7.620 -1.027 -1.162 0.09
H -7.376 -2.632 -0.427 0.09
H -6.387 -2.096 -1.850 0.09
C -4.885 2.838 0.613 -0.13
O -4.403 3.727 -0.336 -0.17
C -3.043 4.025 -0.159 -0.26
C -2.623 4.885 -1.274 -0.24
N -2.747 4.213 -2.544 -0.05
C -2.476 5.069 -3.673 -0.21
C -3.512 6.140 -3.926 -0.26
O -3.215 6.675 -5.180 -0.19
C -4.102 7.717 -5.495 -0.13
H -4.636 1.792 0.351 0.08
H -5.965 2.960 0.593 0.09
H -4.522 2.930 1.651 0.09
H -2.451 3.099 -0.122 0.12
H -2.865 4.550 0.795 0.12
H -1.593 5.235 -1.082 0.10
H -3.142 5.868 -1.237 0.12
H -3.716 3.904 -2.622 0.11
H -2.452 4.417 -4.546 0.12
H -1.500 5.539 -3.566 0.12
H -3.498 6.920 -3.151 0.12
H -4.541 5.753 -3.993 0.13
H -4.015 8.539 -4.763 0.09
H -5.154 7.375 -5.508 0.09
H -3.917 8.136 -6.484 0.08
C -1.473 -0.169 0.657 -0.13
O -0.131 -0.419 0.759 -0.18
C 0.127 -1.778 0.568 -0.22
C 1.575 -2.119 0.795 -0.20
N 2.251 -1.895 2.083 -0.01
C 2.140 -0.545 2.685 -0.22
C 2.829 0.520 1.915 -0.22
O 4.179 0.187 1.628 -0.21
C 4.992 -0.066 2.749 -0.11
H -2.044 -0.757 1.411 0.08
H -1.914 -0.481 -0.306 0.10
H -1.703 0.876 0.822 0.07
H -0.157 -2.124 -0.437 0.13
H -0.474 -2.378 1.283 0.12
H 2.149 -1.620 -0.015 0.11
H 1.723 -3.182 0.580 0.08
H 3.252 -1.935 1.857 0.10
H 2.467 -0.481 3.734 0.11
H 1.082 -0.302 2.788 0.09
H 2.768 1.512 2.402 0.13
H 2.381 0.650 0.926 0.12
H 4.859 0.735 3.491 0.10
H 6.036 -0.059 2.418 0.09
H 4.871 -1.062 3.206 0.09
C -1.595 -7.122 -3.716 -0.13
O -1.293 -6.636 -2.449 -0.20
C -0.404 -5.545 -2.472 -0.22
C 0.254 -5.395 -1.094 -0.22
N -0.666 -5.569 0.007 -0.06
C -0.059 -5.739 1.319 -0.21
C -1.145 -5.535 2.343 -0.22
O -0.589 -5.820 3.627 -0.19
C -1.500 -5.646 4.670 -0.14
H -1.829 -6.300 -4.411 0.09
H -2.417 -7.828 -3.699 0.08
H -0.726 -7.654 -4.151 0.09
H -0.950 -4.616 -2.719 0.13
H 0.379 -5.691 -3.232 0.12
H 0.748 -4.408 -1.108 0.09
H 1.114 -6.113 -1.045 0.12
H -1.251 -6.364 -0.227 0.11
H 0.778 -5.069 1.550 0.11
H 0.412 -6.738 1.376 0.13
H -1.953 -6.262 2.155 0.13
H -1.518 -4.503 2.329 0.11
H -0.974 -5.682 5.633 0.09
H -2.335 -6.363 4.727 0.09
H -1.952 -4.627 4.688 0.08
C 2.787 -1.610 7.116 -0.17
O 1.608 -1.335 6.493 -0.18
C 1.179 -2.448 5.718 -0.22
C -0.034 -2.075 4.945 -0.24
N -1.261 -2.069 5.778 -0.02
C -2.378 -1.599 4.879 -0.19
C -2.451 -0.081 4.843 -0.23
O -3.118 0.250 6.030 -0.16
C -3.169 1.576 6.362 -0.15
H 3.119 -0.741 7.673 0.09
H 3.593 -1.811 6.366 0.09
H 2.822 -2.516 7.743 0.09
H 0.816 -3.212 6.425 0.13
H 1.981 -2.817 5.073 0.12
H -0.138 -2.863 4.178 0.11
H 0.114 -1.139 4.380 0.10
H -1.086 -1.252 6.392 0.11
H -3.348 -2.017 5.144 0.11
H -2.115 -1.970 3.870 0.10
H -2.998 0.253 3.947 0.11
H -1.450 0.359 4.768 0.11
H -2.929 2.304 5.586 0.07
H -2.662 1.886 7.289 0.09
H -4.208 1.913 6.607 0.08
```

Output
**SMILES**: COCCNCCOC.COCCNCCOC.COCCNCCOC.COCCNCCOC.COCCNCCOC.COCCNCCOC.COCCNCCOC.COCCNCCOC
**LUMO energy**: 0.62 eV
**Highest occupied orbital energy**: -8.30 eV
**Kohn-Sham gap**: 8.92 eV


(2)
DFT (ωB97M-V/def2-TZVPD) results for a cluster of 2 separate species, C3HN3O2 in total.

```
9
Properties=species:S:1:pos:R:3:lowdin_charge:R:1
C 1.087 0.249 -0.881 -0.47
C -0.510 -1.454 0.266 -0.31
C -1.496 0.600 0.614 -0.35
N -2.056 1.594 0.615 0.16
N 1.088 0.977 0.042 0.19
N -1.045 -0.613 0.954 0.19
O 0.939 -0.481 -1.755 0.19
O 0.020 -2.407 -0.107 0.24
H 1.973 1.535 0.252 0.16
```

Output
**SMILES**: N#CN=C=O.N=C=O
**LUMO energy**: 0.19 eV
**Highest occupied orbital energy**: -11.02 eV
**Kohn-Sham gap**: 11.21 eV


(3)
DFT (ωB97M-V/def2-TZVPD) results for a cluster of 2 separate species, C4H11ClNO3 in total.

```
20
Properties=species:S:1:pos:R:3:lowdin_charge:R:1
C 1.636 -0.972 0.595 0.03
C 2.040 1.059 -0.451 0.00
C -2.189 -0.609 -0.714 -0.52
C 0.105 0.943 0.767 -0.42
N 1.093 0.318 0.250 -0.10
O -2.378 -0.607 0.678 -0.15
O -0.584 0.554 1.800 0.08
O -0.148 2.297 0.383 0.09
Cl -2.641 1.063 -1.351 0.60
H 0.874 -1.702 0.809 0.10
H 2.366 -1.249 -0.128 0.10
H 2.124 -0.888 1.557 0.12
H 2.335 1.827 0.299 0.15
H 2.886 0.575 -0.665 0.06
H 1.699 1.449 -1.380 0.12
H -2.897 -1.297 -1.112 0.08
H -3.247 -0.370 0.963 0.11
H -1.111 -0.491 1.774 0.27
H -1.132 -0.973 -0.830 0.11
H -0.856 2.693 0.989 0.18
```

Output
**LUMO energy**: -3.22 eV
**Highest occupied orbital energy**: -14.68 eV
**Kohn-Sham gap**: 11.46 eV
**Total charge**: +1


The lowest highest occupied orbital energy belongs to which entry? C4H11ClNO3